1.
Molecular formula: C18H40O18
Method: DFT, ωB97M-V with the def2-TZVPD basis set

CARTESIAN COORDINATES (ANGSTROEM)
O (-2.730, -2.495, 7.363)
H (-1.791, -2.503, 7.178)
H (-2.902, -3.346, 7.767)
O (-1.684, 4.181, 7.224)
H (-0.961, 4.532, 7.743)
H (-1.271, 3.553, 6.631)
O (1.853, -2.220, 7.722)
H (2.362, -2.776, 8.313)
H (1.834, -1.366, 8.153)
O (-5.306, 0.827, 6.050)
H (-4.906, -0.017, 6.260)
H (-5.651, 0.715, 5.164)
C (4.960, -6.160, -2.534)
C (4.736, -4.729, -1.931)
C (3.681, -3.911, -2.637)
O (2.626, -3.710, -1.748)
C (3.016, -4.307, -0.548)
O (2.313, -4.301, 0.461)
O (4.267, -4.828, -0.627)
H (4.055, -6.712, -2.788)
H (5.672, -6.716, -1.924)
H (5.478, -5.906, -3.459)
H (5.693, -4.207, -1.949)
H (3.371, -4.441, -3.538)
H (4.130, -2.974, -2.966)
C (-1.417, 3.441, -7.604)
C (-2.365, 3.481, -6.436)
C (-2.317, 2.242, -5.540)
O (-2.013, 2.845, -4.290)
C (-1.783, 4.178, -4.461)
O (-1.538, 4.997, -3.519)
O (-2.017, 4.624, -5.694)
H (-1.612, 2.541, -8.187)
H (-0.344, 3.458, -7.411)
H (-1.645, 4.313, -8.218)
H (-3.397, 3.575, -6.776)
H (-1.562, 1.513, -5.834)
H (-3.268, 1.710, -5.500)
C (5.585, 2.817, -3.083)
C (6.465, 2.188, -1.965)
C (7.726, 2.973, -1.548)
O (7.590, 2.942, -0.160)
C (6.369, 2.486, 0.282)
O (5.969, 2.346, 1.435)
O (5.674, 2.142, -0.776)
H (4.701, 2.208, -3.272)
H (6.256, 2.990, -3.925)
H (5.201, 3.795, -2.793)
H (6.739, 1.154, -2.173)
H (7.792, 3.989, -1.938)
H (8.569, 2.408, -1.946)
C (-5.990, -4.302, -0.853)
C (-4.657, -4.256, 0.011)
C (-4.834, -3.973, 1.450)
O (-4.234, -5.028, 2.166)
C (-4.119, -6.066, 1.310)
O (-3.842, -7.225, 1.600)
O (-4.303, -5.643, 0.017)
H (-6.732, -5.023, -0.509)
H (-5.672, -4.568, -1.861)
H (-6.441, -3.310, -0.889)
H (-3.814, -3.681, -0.371)
H (-5.880, -3.876, 1.741)
H (-4.391, -3.026, 1.758)
C (-4.423, 6.464, 3.013)
O (-5.537, 6.124, 3.893)
H (-4.110, 5.643, 2.368)
H (-4.647, 7.287, 2.335)
H (-3.592, 6.739, 3.663)
H (-6.150, 6.848, 3.746)
C (0.189, 1.423, 2.601)
O (-0.318, 1.032, 3.879)
H (0.096, 2.500, 2.457)
H (1.268, 1.271, 2.628)
H (-0.199, 0.906, 1.723)
H (0.127, 0.204, 4.076)

Summary:
- Relative energy (zero: lowest compared OMol25 entry of this formula, charge and spin): 267.8 kJ/mol
- LUMO: 0.07 eV
- Net charge: 0
- SMILES: C[C@H]1COC(=O)O1.C[C@H]1COC(=O)O1.C[C@H]1COC(=O)O1.C[C@H]1COC(=O)O1.CO.CO.O.O.O.O
- HOMO-LUMO gap: 0.3702 Eh
- HOMO: -10.005 eV

2.
Molecular formula: C18H41B3BrN11O23S
Method: DFT, ωB97M-V with the def2-TZVPD basis set

CARTESIAN COORDINATES (ANGSTROEM)
C (4.930, -2.997, 0.912)
C (4.177, -1.828, 1.571)
C (3.208, -1.203, 0.538)
B (2.653, 0.209, 0.893)
O (1.523, 0.465, 1.675)
B (0.587, 1.117, 0.881)
C (-0.923, 0.722, 1.022)
C (-1.888, 1.606, 0.218)
S (-2.520, 0.811, -1.285)
C (-3.624, -0.302, -0.574)
N (-3.833, -0.607, 0.672)
N (-4.797, -1.585, 0.623)
C (-5.119, -1.828, -0.584)
O (-4.389, -1.011, -1.420)
O (1.018, 2.067, -0.049)
B (2.297, 1.833, -0.543)
C (2.701, 2.013, -2.056)
C (1.965, 3.067, -2.812)
O (2.377, 4.156, -3.058)
Br (0.193, 2.523, -3.450)
O (3.246, 1.359, 0.327)
H (4.816, -2.916, -0.174)
H (6.003, -2.971, 1.115)
H (4.548, -3.967, 1.233)
H (4.863, -1.041, 1.890)
H (3.588, -2.173, 2.422)
H (2.365, -1.874, 0.338)
H (3.749, -1.094, -0.408)
H (-1.037, -0.321, 0.719)
H (-1.162, 0.783, 2.088)
H (-1.452, 2.544, -0.126)
H (-2.774, 1.862, 0.800)
H (-5.825, -2.541, -0.971)
H (2.514, 1.055, -2.557)
H (3.776, 2.186, -2.123)
C (10.020, -2.570, 1.127)
N (8.647, -3.079, 0.854)
O (8.241, -3.023, -0.288)
O (8.029, -3.518, 1.802)
H (10.445, -2.215, 0.196)
H (9.931, -1.768, 1.853)
H (10.596, -3.396, 1.534)
C (2.651, -0.910, -5.064)
N (2.386, -1.780, -3.886)
O (2.052, -2.928, -4.088)
O (2.517, -1.268, -2.794)
H (2.490, -1.484, -5.968)
H (1.955, -0.077, -5.000)
H (3.680, -0.569, -4.996)
C (-6.698, 0.915, 0.242)
N (-6.919, 2.384, 0.226)
O (-6.537, 3.015, -0.734)
O (-7.482, 2.862, 1.195)
H (-6.197, 0.636, -0.677)
H (-6.084, 0.686, 1.108)
H (-7.667, 0.436, 0.315)
C (-2.844, -4.458, -0.634)
N (-1.584, -4.831, 0.066)
O (-1.432, -5.995, 0.374)
O (-0.794, -3.936, 0.279)
H (-3.447, -5.350, -0.756)
H (-3.351, -3.723, -0.016)
H (-2.569, -4.037, -1.598)
C (-10.489, -1.201, 1.318)
N (-9.264, -1.948, 0.918)
O (-8.463, -1.382, 0.193)
O (-9.142, -3.072, 1.342)
H (-10.456, -0.217, 0.864)
H (-11.343, -1.770, 0.964)
H (-10.489, -1.136, 2.401)
C (-8.569, 4.149, 3.785)
N (-9.743, 4.695, 4.521)
O (-9.785, 5.889, 4.721)
O (-10.588, 3.895, 4.871)
H (-7.906, 4.968, 3.537)
H (-8.081, 3.433, 4.439)
H (-8.940, 3.665, 2.890)
C (4.707, -5.545, -2.890)
N (4.471, -4.085, -2.739)
O (4.899, -3.345, -3.607)
O (3.865, -3.730, -1.755)
H (5.257, -5.709, -3.809)
H (5.277, -5.870, -2.025)
H (3.735, -6.027, -2.918)
C (7.097, 2.372, 2.757)
N (5.751, 1.769, 2.554)
O (5.254, 1.829, 1.450)
O (5.236, 1.252, 3.525)
H (7.428, 2.792, 1.814)
H (7.000, 3.140, 3.518)
H (7.760, 1.580, 3.091)
C (1.238, 6.415, -1.162)
N (0.826, 7.845, -1.086)
O (1.107, 8.565, -2.020)
O (0.234, 8.192, -0.085)
H (1.751, 6.250, -2.100)
H (1.892, 6.223, -0.317)
H (0.336, 5.814, -1.099)

Summary:
- Relative energy (zero: lowest compared OMol25 entry of this formula, charge and spin): 0.0 kJ/mol
- LUMO: -0.30 eV
- Net charge: 0
- HOMO-LUMO gap: 0.3287 Eh
- HOMO: -9.245 eV

3.
Molecular formula: C18H41CeOP3Se
Method: DFT, ωB97M-V with the def2-TZVPD basis set

CARTESIAN COORDINATES (ANGSTROEM)
Ce (-0.659, 0.134, -0.777)
P (-3.422, -0.224, -1.035)
P (0.042, -2.867, -0.791)
P (-0.197, 3.014, -0.895)
H (4.400, -0.906, -1.782)
C (4.317, 0.060, -1.272)
C (4.228, 0.178, 0.066)
H (4.214, -0.707, 0.715)
C (-3.922, -0.291, -2.793)
C (-4.056, -1.690, -0.157)
C (-4.128, 1.295, -0.274)
C (1.745, -3.549, -0.687)
C (-0.736, -3.879, 0.537)
C (-0.535, -3.737, -2.306)
C (1.500, 3.694, -0.813)
C (-1.035, 3.892, 0.476)
C (-0.831, 3.795, -2.421)
H (4.307, 0.944, -1.943)
H (4.164, 1.146, 0.560)
H (-4.977, -0.438, -2.934)
H (-3.374, -1.098, -3.287)
H (-3.609, 0.625, -3.299)
H (-5.125, -1.853, -0.272)
H (-3.835, -1.624, 0.920)
H (-3.529, -2.591, -0.509)
H (-5.205, 1.382, -0.391)
H (-3.667, 2.201, -0.701)
H (-3.905, 1.334, 0.807)
H (1.887, -4.378, -1.403)
H (1.944, -3.930, 0.329)
H (2.458, -2.743, -0.919)
H (-0.901, -4.916, 0.208)
H (-1.696, -3.437, 0.836)
H (-0.059, -3.894, 1.403)
H (-0.162, -4.774, -2.342)
H (-0.153, -3.194, -3.185)
H (-1.634, -3.745, -2.351)
H (1.586, 4.585, -1.450)
H (2.209, 2.931, -1.157)
H (1.751, 3.957, 0.224)
H (-1.126, 4.962, 0.246)
H (-0.443, 3.763, 1.393)
H (-2.035, 3.468, 0.655)
H (-0.448, 4.823, -2.494)
H (-1.930, 3.784, -2.442)
H (-0.478, 3.216, -3.289)
C (1.220, 0.227, -4.988)
C (2.555, -0.082, -4.787)
C (3.429, -0.125, -5.882)
C (2.964, 0.121, -7.199)
C (1.611, 0.353, -7.383)
C (0.710, 0.399, -6.281)
Se (0.088, 0.443, -3.219)
H (0.712, -0.721, -1.827)
H (2.950, -0.252, -3.779)
H (4.478, -0.353, -5.741)
H (3.673, 0.107, -8.046)
H (1.252, 0.513, -8.390)
H (-0.357, 0.596, -6.468)
C (0.953, 0.127, 2.489)
O (-0.230, 0.338, 1.677)
H (1.495, -0.733, 2.082)
H (0.665, -0.090, 3.539)
H (1.629, 1.000, 2.397)
H (-0.950, 0.701, 2.222)

Summary:
- Expectation value of S²: 0.751
- Multiplicity: 2
- LUMO (alpha / beta): -11.34 / -11.38 eV
- Net charge: +3
- HOMO-LUMO gap (alpha / beta): 0.2156 / 0.2141 Eh
- HOMO (alpha / beta): -17.207 / -17.206 eV

4.
Molecular formula: C18H41Cl2Cu4NO12P2
Method: DFT, ωB97M-V with the def2-TZVPD basis set

CARTESIAN COORDINATES (ANGSTROEM)
Cu (2.501, 3.387, -0.078)
Cu (-1.948, 2.152, -1.463)
Cu (1.783, -0.750, -1.012)
Cu (-0.104, 4.947, -1.719)
C (0.728, 1.734, -1.155)
O (0.131, 2.913, -0.945)
O (-0.001, 0.754, -1.409)
O (1.990, 1.596, -0.957)
C (3.089, 0.169, -3.723)
O (2.541, -0.922, -3.626)
N (4.328, 0.343, -4.216)
C (4.959, 1.635, -4.052)
C (5.191, -0.804, -4.437)
H (2.604, 1.115, -3.446)
H (5.760, 1.641, -3.308)
H (4.264, 2.382, -3.655)
H (5.288, 2.021, -5.016)
H (5.896, -1.026, -3.638)
H (4.578, -1.638, -4.761)
H (5.785, -0.562, -5.325)
Cl (1.600, 5.355, 2.881)
C (0.120, 4.955, 1.944)
C (-0.498, 6.220, 1.384)
Cl (-1.230, 7.118, 2.715)
H (-0.572, 4.509, 2.650)
H (0.395, 4.242, 1.164)
H (-1.246, 5.995, 0.607)
H (0.210, 6.865, 0.857)
C (-3.747, -3.047, -4.819)
C (-3.392, -1.877, -3.920)
O (-4.298, -1.933, -2.768)
P (-3.919, -1.129, -1.480)
O (-3.194, 0.140, -1.668)
O (-5.252, -1.023, -0.673)
C (-6.085, -2.201, -0.494)
C (-7.300, -2.086, -1.395)
O (-3.062, -2.215, -0.697)
C (-2.083, -1.777, 0.308)
C (-2.099, -2.867, 1.356)
H (-3.007, -3.041, -5.623)
H (-3.708, -4.012, -4.312)
H (-4.743, -2.964, -5.246)
H (-2.359, -1.843, -3.591)
H (-3.741, -1.026, -4.504)
H (-5.629, -3.174, -0.671)
H (-6.390, -2.105, 0.545)
H (-6.972, -2.041, -2.434)
H (-7.917, -2.982, -1.325)
H (-7.895, -1.216, -1.128)
H (-1.144, -1.668, -0.231)
H (-2.491, -0.815, 0.622)
H (-1.625, -3.731, 0.891)
H (-1.586, -2.599, 2.278)
H (-3.127, -3.105, 1.620)
C (5.424, 0.119, 2.548)
C (4.046, 0.715, 2.656)
O (3.089, -0.265, 3.133)
P (1.684, -0.539, 2.514)
O (1.691, -1.198, 1.194)
O (0.954, -1.341, 3.628)
C (1.272, -2.698, 3.963)
C (2.110, -2.760, 5.236)
O (1.034, 0.904, 2.620)
C (-0.341, 0.967, 2.184)
C (-1.257, 1.599, 3.219)
H (5.810, -0.026, 1.540)
H (6.175, 0.696, 3.089)
H (5.478, -0.855, 3.037)
H (4.020, 1.462, 3.449)
H (3.666, 1.179, 1.741)
H (0.381, -3.313, 4.097)
H (1.830, -3.256, 3.204)
H (3.038, -2.203, 5.102)
H (1.568, -2.404, 6.107)
H (2.423, -3.801, 5.345)
H (-0.359, 1.528, 1.247)
H (-0.747, -0.023, 1.987)
H (-1.027, 2.672, 3.192)
H (-2.267, 1.526, 2.820)
H (-1.068, 1.304, 4.245)

Summary:
- Relative energy (zero: lowest compared OMol25 entry of this formula, charge and spin): 0.0 kJ/mol
- LUMO: -8.33 eV
- Net charge: +2
- HOMO-LUMO gap: 0.2086 Eh
- HOMO: -14.002 eV

5.
Molecular formula: C18H41HfO5SSb
Method: DFT, ωB97M-V with the def2-TZVPD basis set

CARTESIAN COORDINATES (ANGSTROEM)
Hf (0.425, 0.569, 0.053)
C (-1.649, 2.099, 1.777)
C (-0.431, 2.428, 2.616)
O (0.676, 1.616, 2.115)
C (1.968, 2.133, 2.559)
C (3.077, 1.345, 1.874)
O (2.670, 0.950, 0.539)
C (3.245, 1.647, -0.599)
C (2.476, 2.925, -0.865)
O (1.056, 2.584, -0.764)
C (0.203, 3.745, -0.519)
C (-1.225, 3.244, -0.404)
O (-1.276, 2.007, 0.373)
H (-2.429, 2.844, 1.928)
H (-2.062, 1.122, 2.036)
H (-0.613, 2.201, 3.667)
H (-0.159, 3.482, 2.535)
H (2.049, 2.026, 3.641)
H (2.014, 3.196, 2.314)
H (3.300, 0.425, 2.413)
H (3.989, 1.941, 1.840)
H (3.152, 0.956, -1.442)
H (4.303, 1.854, -0.442)
H (2.695, 3.310, -1.861)
H (2.704, 3.703, -0.135)
H (0.285, 4.439, -1.357)
H (0.550, 4.249, 0.385)
H (-1.621, 3.001, -1.389)
H (-1.863, 4.002, 0.049)
C (3.888, -4.189, 0.295)
C (2.598, -3.571, -0.241)
S (2.394, -1.968, 0.586)
O (1.291, -1.156, -0.270)
C (1.393, -2.418, 2.069)
C (-0.054, -1.946, 1.977)
H (4.031, -5.151, -0.198)
H (3.852, -4.387, 1.368)
H (4.759, -3.572, 0.074)
H (1.725, -4.189, -0.032)
H (2.666, -3.356, -1.309)
H (1.911, -1.995, 2.930)
H (1.424, -3.504, 2.163)
H (-0.149, -0.836, 1.907)
H (-0.568, -2.236, 2.895)
H (-0.570, -2.414, 1.139)
C (-4.008, -0.695, 0.523)
C (-3.227, -1.590, -0.429)
Sb (-1.606, -0.654, -1.573)
C (-0.986, -2.310, -2.847)
C (-0.902, -3.640, -2.110)
C (-2.594, 0.629, -3.047)
C (-3.821, 1.385, -2.558)
H (-4.905, -1.235, 0.830)
H (-4.341, 0.233, 0.062)
H (-3.448, -0.471, 1.433)
H (-3.860, -1.968, -1.234)
H (-2.801, -2.445, 0.094)
H (-0.044, -2.035, -3.319)
H (-1.757, -2.328, -3.617)
H (-0.032, -3.688, -1.454)
H (-0.807, -4.443, -2.843)
H (-1.804, -3.851, -1.536)
H (-2.876, -0.089, -3.817)
H (-1.830, 1.283, -3.467)
H (-4.611, 0.710, -2.233)
H (-4.228, 1.958, -3.393)
H (-3.614, 2.090, -1.752)

Summary:
- Relative energy (zero: lowest compared OMol25 entry of this formula, charge and spin): 122.6 kJ/mol
- LUMO: -13.87 eV
- Net charge: +4
- HOMO-LUMO gap: 0.2618 Eh
- HOMO: -20.992 eV

6.
Molecular formula: C18H41N2OP3SSm
Method: DFT, ωB97M-V with the def2-TZVPD basis set

CARTESIAN COORDINATES (ANGSTROEM)
Sm (-0.570, 0.025, -1.397)
P (1.706, 1.076, 0.498)
P (-1.071, 3.016, -1.696)
P (1.959, -0.441, -2.702)
H (-1.832, -5.010, -0.326)
C (-0.745, -4.861, -0.259)
C (-0.160, -4.433, 0.873)
H (-0.750, -4.191, 1.764)
C (1.162, 1.557, 2.181)
C (2.535, 2.665, 0.065)
C (3.188, 0.116, 0.987)
C (-2.473, 2.419, -2.698)
C (-1.886, 3.800, -0.310)
C (-0.291, 4.203, -2.779)
C (2.707, -2.070, -2.318)
C (3.453, 0.608, -2.815)
C (1.536, -0.670, -4.470)
H (-0.158, -5.209, -1.121)
H (0.924, -4.271, 0.926)
H (0.751, 0.687, 2.709)
H (0.388, 2.329, 2.124)
H (2.025, 1.956, 2.733)
H (1.791, 3.442, -0.144)
H (3.170, 2.552, -0.821)
H (3.154, 2.988, 0.913)
H (2.881, -0.748, 1.589)
H (3.851, 0.752, 1.590)
H (3.738, -0.252, 0.115)
H (-3.115, 3.294, -2.900)
H (-3.089, 1.658, -2.196)
H (-2.134, 2.028, -3.670)
H (-2.621, 4.521, -0.686)
H (-1.168, 4.316, 0.330)
H (-2.406, 3.046, 0.289)
H (-1.060, 4.944, -3.065)
H (0.043, 3.668, -3.682)
H (0.560, 4.672, -2.282)
H (3.225, -2.450, -3.210)
H (1.917, -2.779, -2.027)
H (3.417, -1.975, -1.486)
H (4.080, 0.264, -3.651)
H (4.040, 0.574, -1.889)
H (3.149, 1.645, -3.003)
H (2.397, -1.124, -4.977)
H (1.309, 0.304, -4.923)
H (0.659, -1.322, -4.583)
C (-2.052, -1.976, -3.695)
C (-3.052, -1.231, -4.367)
C (-3.303, -1.491, -5.706)
C (-2.775, -2.647, -6.298)
C (-1.978, -3.527, -5.544)
C (-1.646, -3.223, -4.224)
O (-1.448, -1.472, -2.616)
H (0.035, 2.186, -1.090)
H (-3.558, -0.424, -3.830)
H (-3.929, -0.809, -6.292)
H (-3.033, -2.877, -7.335)
H (-1.625, -4.467, -5.985)
H (-1.036, -3.888, -3.613)
N (-2.407, 0.297, 3.193)
C (-1.794, -0.331, 2.182)
N (-0.669, -1.034, 2.507)
S (-2.430, -0.171, 0.582)
H (-2.032, 0.316, 4.134)
H (-3.250, 0.824, 2.995)
H (-0.256, -1.651, 1.811)
H (-0.589, -1.365, 3.469)

Summary:
- Expectation value of S²: 8.775
- Multiplicity: 6
- Relative energy (zero: lowest compared OMol25 entry of this formula, charge and spin): 131.8 kJ/mol
- LUMO (alpha / beta): -10.53 / -10.27 eV
- Net charge: +3
- HOMO-LUMO gap (alpha / beta): 0.1662 / 0.1776 Eh
- HOMO (alpha / beta): -15.052 / -15.099 eV

Number 1: total energy -56167.2474 eV. Number 2: total energy -165702.4500 eV. Number 3: total energy -127491.5249 eV. Number 4: total energy -267562.2892 eV. Number 5: total energy -48206.3917 eV. Number 6: total energy -80939.1441 eV.